Computed, not measured: 2 unconnected molecules or ions with the total composition C2H10N7, with the ωB97M-V functional and the def2-TZVPD basis.

DFT total energy = -12657.7768 eV

```
! wB97M-V def2-TZVPD RIJCOSX def2/J DEFGRID3
* xyz 1 1
C 1.182 0.569 -0.117
C 1.429 -0.734 0.194
N -2.870 -0.419 0.219
N -3.935 -0.246 -0.254
N -5.047 0.154 -0.470
N 0.002 1.338 0.492
N 1.976 1.468 -0.788
N 2.539 -1.371 -0.348
N 0.528 -1.578 0.938
H -5.790 -0.472 -0.590
H 0.317 2.154 1.072
H -0.449 1.821 -0.336
H 1.908 1.210 -1.734
H 2.807 1.897 -0.472
H 3.240 -0.630 -0.446
H 2.726 -2.233 0.107
H -0.672 0.768 1.011
H 0.534 -2.514 0.495
H -0.424 -1.183 1.026
*
```

Here are the natural (NBO) charges for atoms 1 to 6, given in e: C 0.05; C 0.38; N -0.21; N 0.27; N -0.46; N -0.70

---

Computed, not measured: 8 unconnected molecules or ions with the total composition C7H28ClO7, with the ωB97M-V functional and the def2-TZVPD basis.

DFT total energy = -34569.0586 eV

```
! wB97M-V def2-TZVPD RIJCOSX def2/J DEFGRID3
* xyz -1 1
Cl -0.423 0.435 -0.150
C 2.054 -2.481 0.263
O 1.231 -2.081 1.345
H 2.331 -3.534 0.348
H 1.562 -2.362 -0.708
H 2.976 -1.892 0.183
H 0.721 -1.334 0.983
C 2.962 0.609 -2.717
O 2.869 0.494 -1.293
H 3.877 0.104 -3.023
H 2.070 0.118 -3.112
H 3.034 1.644 -3.064
H 1.947 0.657 -1.052
C -0.740 -0.907 -3.914
O -0.424 -1.654 -2.758
H -1.678 -0.364 -3.772
H 0.070 -0.211 -4.155
H -0.853 -1.573 -4.768
H -0.329 -1.032 -2.020
C -1.466 -0.543 3.846
O -1.963 -1.181 2.688
H -0.462 -0.879 4.099
H -1.473 0.545 3.728
H -2.193 -0.727 4.639
H -1.562 -0.832 1.882
C -3.871 -1.704 -0.573
O -3.220 -0.825 -1.471
H -3.686 -1.409 0.461
H -4.912 -1.814 -0.873
H -3.464 -2.722 -0.689
H -2.350 -0.598 -1.108
C -0.606 4.168 0.400
O -1.544 3.544 -0.451
H 0.309 4.425 -0.146
H -1.041 5.055 0.856
H -0.305 3.490 1.207
H -1.223 2.649 -0.635
C 2.282 0.732 2.705
O 1.001 1.305 2.825
H 3.044 1.257 3.282
H 2.289 -0.316 3.030
H 2.642 0.665 1.671
H 0.515 1.079 2.016
*
```

Here are the natural (NBO) charges for atoms 1 to 6, given in e: Cl -0.91; C -0.25; O -0.75; H 0.16; H 0.18; H 0.16

---

Asked for ΔE to the lowest compared entry with this formula, charge and spin across the records above, the calculation gives 42.2, 0.0 kcal/mol in order.
Asked for strongest force on any atom across the records above, the calculation gives 5.785, 1.312 eV/Å in order.
Asked for highest occupied orbital energy across the records above, the calculation gives -12.41, -6.82 eV in order.